# 1
52
Properties=species:S:1:pos:R:3:forces:R:3 method="wB97M-V/def2-TZVPD" e_homo_ev="-7.758 / -8.184" multiplicity=2 energy_ev=-42214.5862 total_charge=0 de_lowest_kj_mol=0.0
C 1.340592 2.598534 0.963687 0.008 0.078 -0.033
C -3.605344 2.411382 -0.648014 0.197 -0.158 -0.202
C -4.604763 1.436199 -0.722938 0.261 0.035 -0.175
H -1.004625 -4.730413 -0.239196 0.015 0.402 0.265
C 2.246599 1.328338 -1.026181 0.114 0.655 -0.089
C -1.366237 -2.132771 1.876717 -0.788 -0.607 -0.459
H 0.303282 2.286450 0.781812 0.163 0.028 0.079
C 3.763517 2.068332 0.797404 0.244 0.165 -0.086
C 2.353936 1.544878 0.508364 -0.205 -0.494 0.001
H 1.518099 3.536704 0.419745 -0.066 -0.115 0.118
H 4.538802 1.389465 0.424659 -0.169 0.063 0.100
H -5.218780 -0.421559 -1.647750 0.253 0.252 0.055
H -2.168872 -0.555820 0.482625 0.304 -0.341 0.013
H -1.345960 -1.611156 2.832336 -0.028 -0.210 -0.342
H 1.469223 2.796762 2.038262 -0.123 -0.059 -0.343
C -3.273280 0.205753 -2.330819 0.137 0.315 0.110
H -0.678348 -4.207961 2.410455 0.072 0.265 -0.361
C 1.931525 -4.281316 0.564837 0.893 -1.661 -0.098
H -1.942550 -2.470815 -1.422151 0.192 -0.049 0.400
C -0.997912 1.015864 -3.039126 0.543 0.351 0.197
H -1.648201 3.038041 -1.356398 -0.338 -0.232 0.126
H 2.449921 2.290853 -1.525644 0.072 -0.270 0.099
H -5.515175 1.536614 -0.133040 0.245 -0.029 -0.133
H 0.475028 2.508617 -2.524589 0.032 -0.458 0.028
H 3.019911 0.609298 -1.350912 -0.379 0.207 0.104
C 2.150278 0.229627 1.246957 0.203 -0.334 0.839
C -2.258230 1.167104 -2.232945 -0.525 -0.101 0.210
N 0.188140 1.554119 -2.329855 -0.315 0.348 -0.683
C -1.671848 -2.585697 -0.369446 -0.617 -0.223 0.708
H 4.001052 -0.894132 0.657742 -0.393 -0.173 0.312
H -3.135435 -0.635969 -3.015765 -0.113 0.180 0.320
C 3.088931 -0.854632 1.262661 -0.470 0.303 0.376
N 2.463820 -5.322474 0.672217 -0.750 1.472 -0.138
O 0.516544 -0.350337 -1.189943 0.510 2.657 -1.563
C 0.915697 0.823012 -1.504167 -0.208 -2.132 0.486
C -1.191365 -3.776950 0.259433 -0.749 0.325 0.177
H 3.915305 3.040190 0.313309 -0.011 -0.056 0.029
C -1.773439 -1.564138 0.632273 -0.770 -0.739 0.186
C -4.438100 0.338643 -1.572640 0.060 0.019 -0.083
H 3.918042 2.200912 1.873124 -0.085 -0.088 -0.153
C -2.432571 2.276278 -1.403084 -0.340 -0.131 0.086
C 1.134796 -0.062059 2.207853 0.458 -0.011 -0.152
H 3.173738 -2.719724 2.509944 -0.297 0.317 -0.217
H -0.792515 -0.032428 -3.262947 -0.069 0.093 0.062
H 0.846759 -1.822327 3.573111 0.304 0.153 -0.210
C 1.436242 -1.325896 2.804492 0.781 0.368 0.064
H -3.726904 3.282670 -0.005634 -0.022 -0.226 -0.124
C 2.653681 -1.801195 2.235590 0.135 0.521 0.367
H 0.302536 0.598463 2.471384 0.315 -0.403 -0.142
H -1.066407 1.560401 -3.989915 0.019 -0.099 0.204
Ce 0.742711 -2.014074 0.374166 2.176 -0.620 -0.149
C -1.001846 -3.499659 1.647941 -0.878 0.445 -0.185

=====

# 2
21
Properties=species:S:1:pos:R:3:forces:R:3 method="wB97M-V/def2-TZVPD" e_homo_ev=-12.727 energy_ev=-17728.6383 total_charge=+1 de_lowest_kj_mol=254.9
H 1.446690 1.211936 0.656605 0.103 0.171 0.069
C 0.923922 -1.296800 -1.709401 -0.572 -0.156 0.030
C -0.151330 -1.549762 -0.909548 1.545 -0.326 -0.481
H 0.967330 -0.393204 -2.406189 0.324 -0.616 1.847
C 2.030158 -2.359285 -1.883650 -0.384 -0.774 -0.198
H -1.516259 -0.871750 0.559197 0.235 -0.206 -0.956
H -0.366962 0.660243 2.209585 0.275 0.623 0.540
H -0.570691 -2.542631 -0.722933 0.836 0.240 0.558
H 2.591544 -2.668044 -0.915274 -1.510 0.552 -1.449
N -0.922061 -0.503523 -0.214535 -0.959 0.822 0.553
H 1.527958 -3.255850 -2.385261 1.037 0.870 0.768
H -0.404113 0.229646 0.316662 0.348 -0.517 -0.880
H -1.274980 2.348457 0.166961 -0.110 -0.230 0.434
C -0.372546 1.764416 2.097074 -0.072 -0.517 -0.412
C -1.559360 2.149710 1.218710 -0.369 0.398 -0.605
H -1.531728 0.002691 -0.853613 -0.352 0.235 -0.035
S 1.245124 2.299371 1.428977 -0.128 -0.262 -0.014
H -2.398717 1.449565 1.263161 0.166 -0.312 -0.024
H -2.026616 3.059501 1.557446 0.079 0.549 0.104
H 2.826627 -1.978188 -2.544224 -0.561 -0.190 0.081
H -0.463989 2.243508 3.070257 0.066 -0.354 0.069

=====

# 3
75
Properties=species:S:1:pos:R:3:forces:R:3 method="wB97M-V/def2-TZVPD" e_homo_ev=-9.351 energy_ev=-51203.7707 total_charge=0 de_lowest_kj_mol=0.0
H 0.650765 -2.182102 6.194574 -0.065 0.030 0.006
H 2.408028 -5.677115 6.570950 0.018 0.006 -0.016
H -0.958698 1.376075 -1.875989 0.427 -0.056 -0.143
C 4.484265 1.907797 -0.005565 0.339 0.082 -0.199
H 1.368757 1.151150 -2.283367 -0.103 0.002 0.043
O -3.254599 1.852664 -1.076090 0.372 -0.174 -0.891
C 1.914054 -5.190411 5.729060 -0.191 0.071 0.007
S -2.471522 1.259749 -0.048041 -1.437 0.814 -0.636
O -5.133206 3.865337 -4.866625 0.141 0.041 -0.129
H -0.427593 -1.401447 5.039691 0.011 -0.001 -0.040
H 2.025693 -0.826774 -2.314306 0.043 0.132 0.235
C 1.561541 -1.401683 -1.510028 -0.373 -0.631 -0.708
H 4.298573 -1.169973 -0.155224 0.175 -0.119 0.210
C 4.962783 -1.949422 -0.553944 -0.172 0.365 -0.297
C -0.106437 -0.459148 0.944751 0.240 -0.481 -0.467
H 2.018281 -1.064136 -0.578298 -0.108 -0.152 -0.018
C 0.577002 -1.804763 5.172378 0.075 -0.135 0.204
C -5.649083 1.964396 -3.397101 -0.237 0.054 -0.007
C 0.030656 -1.169680 -1.550298 0.085 0.829 -0.240
C -4.822260 3.214192 -3.644019 0.010 -0.158 0.054
H 0.649017 -2.498967 3.154984 0.068 -0.081 -0.029
H 1.870748 -5.888899 4.891986 0.074 -0.005 0.010
C 3.408380 1.730603 -0.837846 0.387 -0.517 -1.001
C 2.664306 -3.929409 5.333288 0.041 -0.086 0.048
H 2.049563 -3.009576 -2.881169 -0.340 -0.243 0.059
H 0.942667 -0.757276 1.023735 -0.025 0.322 -0.026
H 3.585424 1.325982 -1.832508 -0.035 0.030 0.062
H -0.264604 0.414538 1.578234 0.106 -0.033 -0.124
H -1.778219 -1.216422 1.868202 -0.167 -0.160 -0.309
O -1.945296 -0.184213 -0.517496 -0.059 1.329 0.079
H 5.308613 -2.605061 0.253041 -0.069 0.025 -0.075
H 2.655129 -3.198404 6.149814 -0.048 -0.030 0.035
O 2.194000 -3.340716 4.135648 0.099 -0.003 -0.116
H -7.787210 5.847604 -4.188799 0.012 0.000 -0.023
O -3.148575 1.218397 1.195945 1.166 -0.483 0.990
H -3.770915 2.935032 -3.712276 0.007 0.090 -0.098
H 5.085029 2.603517 1.929536 -0.063 -0.035 -0.023
H 1.301526 -0.995069 5.068774 -0.036 0.016 -0.075
H 0.911385 2.811145 1.127215 0.083 -0.027 -0.001
H 3.710402 -4.179667 5.150507 -0.012 0.070 -0.103
C 1.033222 1.838425 -1.508708 -0.038 1.044 1.424
C 2.981595 2.717226 1.635357 -0.441 0.586 1.173
O -1.047339 2.064422 -0.006195 -0.552 -0.783 0.456
H -6.873245 4.986492 -2.952507 -0.053 0.014 -0.008
C 1.881879 -2.889022 -1.808826 0.697 0.557 0.936
H 1.069237 -3.518575 -1.433167 0.001 -0.071 -0.353
C 2.119705 2.040947 -0.469354 -0.355 -0.417 -0.683
H 0.850174 2.806169 -1.992063 -0.063 -0.151 -0.032
H 0.163378 -3.741865 4.288774 -0.014 0.017 0.070
C -0.458130 -0.124328 -0.555926 -0.113 -0.566 1.403
C -6.816029 5.408020 -3.957647 0.034 -0.108 0.182
H -5.613806 1.301984 -4.264227 0.068 0.015 0.001
H -7.172585 3.521913 -4.963777 -0.030 0.020 0.063
H 3.262387 -4.425209 -1.337330 0.226 0.082 0.234
H 5.471524 1.667064 -0.382601 0.031 0.022 0.245
H 2.814671 3.123253 2.628147 -0.033 -0.037 -0.062
C 0.845077 -2.895063 4.149215 0.016 0.121 -0.039
H 0.887682 -4.971069 6.028466 0.021 -0.016 0.048
N -0.912330 -1.552745 1.473629 0.549 0.250 0.321
H -4.905622 3.912002 -2.804589 -0.043 -0.039 0.031
H -0.539043 -2.092078 -1.413850 0.149 0.032 0.209
H -6.064224 6.198453 -3.940434 -0.024 0.016 -0.072
H -1.063202 -2.283360 0.793692 -0.233 0.004 0.090
H -6.697623 2.207517 -3.211816 0.010 -0.026 0.042
O 4.285586 -2.660559 -1.580519 0.132 0.025 0.534
H -6.520284 4.788746 -5.985611 0.114 -0.055 -0.020
C 4.258025 2.427481 1.250405 1.167 -0.162 0.200
C -0.295982 1.327756 -0.993013 -0.320 -0.709 -1.790
C 1.908372 2.541363 0.797171 -0.771 0.105 -0.022
H -5.272776 1.429448 -2.526590 0.040 0.040 -0.006
H 5.819266 -1.443653 -1.004847 -0.034 -0.171 -0.008
H -0.240227 -0.809419 -2.551611 -0.107 -0.146 0.082
C -6.455926 4.350702 -4.988430 -0.064 0.084 -0.020
H 3.024922 -3.270201 -0.004584 0.185 0.118 -0.071
C 3.153305 -3.360079 -1.089959 -0.594 -0.394 -0.805

=====

# 4
13
Properties=species:S:1:pos:R:3:forces:R:3 method="wB97M-V/def2-TZVPD" e_homo_ev="-14.349 / -14.347" energy_ev=-7228.7596 total_charge=+1 de_lowest_kj_mol=673.3
H 0.676501 -1.169901 -2.702720 -0.012 0.415 0.530
C -0.979517 -0.411106 -1.303438 -1.348 -2.652 0.283
N 0.229492 -0.371603 -0.655751 2.409 0.360 0.488
C 0.014384 1.628066 2.404833 -1.824 2.959 3.562
H 0.162521 -2.371577 -1.375632 -0.294 1.320 -0.560
C 0.979845 0.081341 0.238482 -3.067 0.495 2.628
H 0.240588 2.584748 2.018200 0.752 0.668 -0.943
H -1.688895 -1.037359 -0.792299 -0.857 0.613 0.213
N 0.007834 0.473556 2.091518 1.906 -3.747 -4.098
H 1.964527 -0.264378 0.219965 1.751 -0.298 0.381
H -1.246685 0.448624 -1.824310 -0.596 1.197 -0.926
H -0.505092 1.719396 3.439500 0.670 -0.172 -1.192
C 0.144499 -1.309809 -1.758349 0.510 -1.157 -0.367

=====

# 5
29
Properties=species:S:1:pos:R:3:forces:R:3 method="wB97M-V/def2-TZVPD" e_homo_ev="-16.948 / -16.949" energy_ev=-60880.3504 total_charge=+3
O 2.881243 -0.048172 -1.682742 -4.416 0.175 3.105
C -0.353878 0.200427 3.428785 0.373 -0.505 1.009
N -1.168775 2.127330 10.816271 0.369 -0.883 -2.244
H -1.858140 2.729196 7.420649 0.167 -0.280 -0.051
C 1.941292 -0.009375 -1.015596 6.025 -0.210 -4.098
H -1.448999 1.807101 5.141862 0.062 -0.064 0.541
C 0.006521 -2.235397 -0.198171 0.002 -6.810 -0.973
O -3.083126 -0.104673 -1.837626 3.497 0.221 2.319
H 1.091490 -2.195595 5.060324 -0.065 0.052 -0.067
O -0.021211 3.587921 -0.179769 0.052 -5.520 0.748
C 0.707551 -1.539038 4.297239 -0.063 0.265 -0.043
N -0.018182 -0.374416 4.596902 0.202 -0.425 -1.992
C -1.046349 1.294833 6.021289 -0.062 0.145 0.304
C -0.009245 2.443639 -0.021562 -0.073 6.891 -0.935
C -0.020334 -0.017592 8.274259 0.058 -0.188 -0.315
H 0.380036 -0.524584 9.150673 -0.111 0.124 -0.212
C -0.989326 1.698156 9.744382 -0.338 0.794 1.954
O 0.011960 -3.381221 -0.344473 -0.056 5.409 0.646
Lu 0.044444 0.074640 0.322041 -1.593 -0.238 1.611
N 0.149224 -0.520743 2.403899 -0.113 0.185 -1.151
H 0.789973 -1.459766 6.887139 -0.169 0.317 0.261
C -1.278283 1.814128 7.296525 0.012 -0.085 -0.379
C -0.298513 0.123252 5.881728 -0.213 0.430 1.583
H 1.284772 -2.371544 2.327807 0.102 -0.103 0.215
C -2.136079 -0.042774 -1.200069 -3.420 -0.175 -2.163
H -0.940008 1.110437 3.334256 0.216 -0.265 0.108
C 0.210150 -0.544015 7.001366 -0.097 0.231 0.113
C -0.761633 1.161158 8.426697 0.056 -0.124 -0.221
C 0.815928 -1.630315 2.952915 -0.403 0.634 0.326

=====

# 6
42
Properties=species:S:1:pos:R:3:forces:R:3 method="wB97M-V/def2-TZVPD" e_homo_ev=-4.737 energy_ev=-94593.9054 total_charge=-1 de_lowest_kj_mol=202.3
N -26.094730 25.084820 16.108760 -0.027 0.873 1.154
O -27.279390 12.253670 20.134090 0.284 2.717 0.313
F -28.760420 16.085180 16.888180 0.700 0.335 -0.043
H -18.767240 14.574190 13.717810 0.043 0.107 -0.413
C -19.261310 12.953880 15.856800 0.387 -0.836 -0.836
H -25.748500 23.560600 14.747070 0.413 0.321 -0.214
S -26.819360 13.634720 20.362300 1.693 0.270 0.139
N -26.856270 14.866960 19.049220 -1.256 -3.532 1.959
H -26.033430 25.229550 14.030140 -0.017 -0.370 0.042
C -17.847110 20.654880 20.949560 -0.409 -1.729 -0.471
F -29.234090 14.469230 21.020580 -0.116 0.510 -0.119
C -28.057370 14.420010 21.637320 0.215 0.222 -1.841
C -27.785980 15.219130 16.527760 -0.891 -1.076 2.720
H -18.054940 21.614890 21.422100 0.130 -0.023 -0.495
F -28.243070 13.669260 22.698820 0.699 0.008 0.703
H -16.801590 20.347500 20.971870 0.331 0.686 -0.014
V -23.594670 18.291660 19.386390 -0.361 0.901 0.721
O -24.058200 19.552530 18.556730 0.406 -0.945 0.554
F -27.664500 15.682350 21.963420 -0.308 -1.236 0.030
O -25.484490 13.761190 20.930570 -1.210 0.253 0.010
S -27.491960 13.920920 17.897350 -0.560 -0.819 -2.273
H -27.362950 24.142210 14.702500 0.005 0.549 0.026
O -26.945170 24.987730 16.973590 -0.277 -0.500 -0.577
H -18.805490 16.153840 14.494760 -0.100 -0.072 0.304
C -26.329480 24.482650 14.766750 -0.218 -0.546 0.315
F -26.671550 15.848690 16.219870 0.195 0.570 -0.496
H -19.761210 12.505160 16.715210 -0.095 0.258 -0.120
H -17.566280 14.916790 14.892120 0.049 0.199 0.424
H -18.191750 12.751230 15.912290 0.208 0.255 0.398
H -20.556990 14.452890 15.166670 -0.672 -0.066 -0.446
O -18.371080 20.555570 19.611450 0.164 0.881 0.376
H -19.549430 12.442470 14.938360 -0.254 -0.426 0.015
H -18.328600 19.861060 21.520620 -0.275 0.203 0.514
O -23.470780 18.726960 20.904930 -0.009 -0.408 -1.439
O -25.057540 25.694620 16.296820 0.120 -0.326 -0.737
C -18.617420 15.093660 14.664280 0.054 -0.690 -0.659
O -19.760340 15.096610 16.835830 0.355 -0.168 -0.637
C -19.574840 14.410770 15.637540 -0.138 1.685 2.144
O -26.504060 13.026440 17.282350 -0.912 1.077 0.601
H -18.240100 19.657080 19.299750 0.047 -0.042 0.074
F -28.269810 14.532230 15.533480 0.055 -0.369 -1.600
O -28.824310 13.333100 18.108990 1.551 1.300 -0.106